Computed, not measured: the molecule C17H20FNO3, with ωB97M-V with the def2-TZVPD basis set.

Summary:
* SMILES: COCCCn1c(CCC(=O)O)ccc1-c1ccc(F)cc1
* strongest force on any atom: 0.0132 hartree/bohr
* E: -1040.1523 Eh
* ΔE to the lowest compared entry with this formula, charge and spin: 31.4 kcal per mole
* Kohn-Sham gap: 8.4 eV

```
42
Properties=species:S:1:pos:R:3:forces:R:3
F -4.21711 -3.77381 -3.09984 0.1 0.1 0.0
O 3.63148 1.95490 3.23812 0.0 0.2 -0.1
O -0.44369 2.85521 1.05479 0.2 0.0 0.0
O 3.51780 0.00862 4.31813 0.0 -0.5 0.4
N 0.51500 -0.38903 -0.24012 0.1 -0.2 -0.1
C -1.42808 3.41755 1.88532 0.0 0.0 0.0
C 2.30383 0.93894 0.94655 0.0 -0.2 0.2
C 1.76999 0.15485 -0.20364 0.5 0.2 0.0
C 0.35582 -1.05314 -1.43172 0.4 -0.1 -0.4
C -0.55652 -0.09503 0.67640 -0.6 0.2 0.1
C -0.92983 2.27329 -0.13429 -0.2 -0.2 -0.2
C -2.51560 -2.19983 -3.53506 -0.2 -0.2 0.0
C 1.52926 -0.94348 -2.14254 -0.4 -0.1 0.1
C 2.72209 0.02238 2.10248 0.0 0.3 -0.1
C -2.59136 -3.39403 -1.43609 -0.2 -0.1 -0.1
C 2.42280 -0.19651 -1.35978 0.0 0.2 0.2
C -3.10821 -3.11917 -2.68867 0.1 0.0 0.0
C -0.85336 -1.76438 -1.83444 -0.2 -0.1 -0.1
C 3.33104 0.79365 3.24380 0.0 0.1 0.0
C -1.56379 0.89396 0.07512 0.4 0.3 0.2
C -1.46109 -2.71781 -1.01778 0.0 0.1 -0.1
C -1.38911 -1.52840 -3.10146 0.0 0.0 0.2
H 1.57703 1.67297 1.29953 0.1 0.0 0.0
H -2.42031 0.97441 0.74626 -0.1 0.0 0.0
H -2.03383 4.15037 1.33904 0.0 0.0 0.0
H -3.06608 -4.13433 -0.81128 -0.1 -0.1 0.0
H 3.43128 0.06253 -1.61539 0.2 0.1 0.0
H -1.92028 0.52166 -0.88613 -0.1 0.0 0.0
H -2.93763 -2.01943 -4.51118 -0.1 0.0 -0.1
H -1.02838 -2.95962 -0.05842 0.0 0.0 0.1
H -0.91364 -0.80337 -3.74460 0.0 0.1 0.0
H -0.05594 2.17799 -0.78465 -0.1 0.0 -0.1
H -2.09310 2.65842 2.31263 0.0 0.0 0.0
H -0.13423 0.34249 1.58153 0.0 -0.1 0.0
H -0.89565 3.91869 2.69147 -0.1 0.0 0.0
H 3.18178 1.49128 0.60969 -0.1 0.0 0.0
H -1.07799 -1.01675 0.94531 0.1 0.1 0.1
H 1.88017 -0.55325 2.49162 0.0 -0.1 0.0
H 1.72528 -1.38364 -3.10037 0.0 -0.1 -0.2
H -1.65505 2.94431 -0.61607 0.1 0.0 0.0
H 3.92647 0.51441 5.03811 -0.1 0.2 -0.3
H 3.46876 -0.69785 1.75760 -0.1 -0.1 0.0
```
Forces are in eV/Å.